Entry 1:
Entry from OMol25: 3 unconnected molecules or ions with the total composition C43H31NO8 at a distorted geometry (ωB97M-V/def2-TZVPD).

Each line ends with the Mulliken charge.
Atoms and positions in Å:
C (8.1579, 1.8625, 4.8200)  -1.684
C (7.5685, 2.8069, 3.8124)  0.298
C (8.1108, 2.9104, 2.5261)  -0.553
C (7.5950, 3.8052, 1.5967)  -0.758
C (6.4989, 4.6056, 1.9249)  -0.365
C (5.9285, 4.4900, 3.1878)  0.391
C (4.7094, 5.3081, 3.5933)  -1.175
C (3.6151, 4.4014, 4.0599)  -0.047
C (3.0331, 3.4103, 3.3945)  1.309
C (3.2412, 2.9487, 1.9982)  -0.608
C (4.0923, 1.6783, 1.8512)  -0.285
C (3.7919, 0.5976, 2.8757)  0.077
N (4.8338, 0.2636, 3.7944)  -0.576
O (2.7376, 0.0366, 2.9009)  -0.415
C (2.0092, 2.8346, 4.3347)  0.416
O (1.0978, 2.1402, 4.0613)  -0.294
O (2.2655, 3.3232, 5.5922)  -0.379
C (3.0262, 4.4687, 5.4245)  -0.313
O (3.1292, 5.3150, 6.2348)  -0.529
C (6.4699, 3.6032, 4.1264)  0.182
H (8.2297, 0.8506, 4.4299)  0.371
H (7.5770, 1.8516, 5.7365)  0.350
H (9.1664, 2.1880, 5.0685)  0.455
H (8.9502, 2.2877, 2.2499)  0.441
H (8.0308, 3.8672, 0.6118)  0.391
H (6.0990, 5.3026, 1.2041)  0.422
H (4.3499, 5.8998, 2.7572)  0.405
H (5.0089, 5.9571, 4.4099)  0.335
H (3.7758, 3.7414, 1.4836)  0.370
H (2.2849, 2.8424, 1.4916)  0.212
H (5.1523, 1.9182, 1.8433)  0.125
H (3.8629, 1.2471, 0.8790)  0.428
H (5.7179, 0.5579, 3.3977)  0.260
H (4.6934, 0.7776, 4.6590)  0.304
H (6.0312, 3.5426, 5.1133)  0.427
C (-3.1373, 1.8618, -4.0528)  -0.575
C (-2.0698, 2.7387, -3.8933)  -0.524
C (-1.3469, 2.7474, -2.7122)  -0.505
C (-1.6940, 1.8856, -1.6802)  0.267
C (-2.7786, 1.0192, -1.8330)  0.068
C (-3.4916, 1.0044, -3.0253)  -0.501
C (-3.1960, 0.1132, -0.7272)  0.390
O (-4.1385, -0.6430, -0.8728)  -0.566
C (-2.4375, 0.1647, 0.5474)  0.341
C (-2.8338, -0.6353, 1.6106)  -0.489
C (-2.1242, -0.6032, 2.8011)  -0.813
C (-1.0126, 0.2221, 2.9346)  -0.435
C (-0.6163, 1.0231, 1.8776)  -0.013
C (-1.3274, 1.0037, 0.6877)  -0.074
C (-0.8940, 1.8941, -0.4221)  0.648
O (0.0822, 2.6105, -0.3119)  -0.727
H (-3.6951, 1.8507, -4.9798)  0.414
H (-1.8009, 3.4150, -4.6940)  0.386
H (-0.5124, 3.4226, -2.5842)  0.470
H (-4.3229, 0.3223, -3.1424)  0.466
H (-3.6964, -1.2784, 1.5033)  0.531
H (-2.4376, -1.2244, 3.6297)  0.377
H (-0.4570, 0.2424, 3.8602)  0.490
H (0.2419, 1.6649, 1.9780)  0.387
C (-7.3700, -3.0134, -2.1168)  -0.884
C (-6.0851, -2.4904, -1.9943)  -0.471
C (-5.0391, -3.0628, -2.6971)  -0.404
C (-5.2677, -4.1626, -3.5149)  0.279
C (-6.5547, -4.6983, -3.6201)  0.120
C (-7.6052, -4.1134, -2.9249)  -0.513
C (-6.8185, -5.9010, -4.4562)  0.583
O (-7.9358, -6.3649, -4.5552)  -0.668
C (-5.6670, -6.5275, -5.1670)  0.181
C (-5.8778, -7.6809, -5.9120)  -0.546
C (-4.8233, -8.2691, -6.5887)  -0.476
C (-3.5537, -7.7035, -6.5306)  -0.474
C (-3.3372, -6.5566, -5.7863)  -0.552
C (-4.3897, -5.9689, -5.0960)  0.161
C (-4.1304, -4.7507, -4.2754)  0.508
O (-3.0224, -4.2576, -4.2294)  -0.666
H (-8.1899, -2.5612, -1.5740)  0.406
H (-5.8956, -1.6394, -1.3577)  0.621
H (-4.0407, -2.6575, -2.6095)  0.580
H (-8.6005, -4.5254, -3.0184)  0.482
H (-6.8678, -8.1133, -5.9559)  0.471
H (-4.9886, -9.1700, -7.1648)  0.395
H (-2.7320, -8.1616, -7.0652)  0.396
H (-2.3524, -6.1136, -5.7333)  0.468

Cartesian forces, eV/Å:
C 0.108 0.227 -0.065
C -0.283 0.163 -0.235
C -0.162 0.160 -0.039
C -0.230 -0.077 0.347
C 0.225 -0.375 0.362
C -0.086 0.098 0.056
C 0.302 -0.476 0.074
C 0.373 0.253 -0.187
C -0.320 -0.180 0.479
C 0.098 0.261 -0.001
C 0.055 -0.438 -0.393
C 0.469 -0.031 -0.022
N -0.087 0.343 -0.402
O -0.559 -0.071 0.198
C 0.869 0.281 -0.820
O -0.631 -0.549 0.364
O -0.742 0.368 0.528
C 0.277 -0.718 -0.926
O 0.161 0.530 0.921
C 0.288 0.045 -0.571
H -0.017 -0.134 -0.027
H -0.079 -0.062 0.106
H 0.116 -0.056 0.085
H 0.094 -0.058 0.011
H 0.076 0.029 -0.100
H -0.092 0.073 -0.075
H 0.057 0.238 -0.089
H -0.186 0.325 0.063
H 0.009 0.119 -0.211
H -0.180 -0.200 0.077
H 0.101 0.201 0.152
H -0.035 -0.017 -0.150
H 0.107 0.219 0.254
H -0.012 -0.358 0.213
H -0.053 -0.029 0.127
C 0.033 0.025 0.013
C -0.025 -0.037 0.017
C -0.007 0.058 -0.135
C -0.059 -0.054 0.039
C 0.071 0.045 0.032
C -0.037 0.031 -0.111
C -0.147 -0.142 -0.008
O 0.289 0.225 0.124
C 0.035 0.062 -0.044
C 0.007 -0.061 0.128
C 0.040 0.061 -0.050
C -0.129 -0.126 -0.001
C -0.038 -0.053 0.023
C -0.069 -0.010 -0.090
C 0.160 0.082 0.046
O -0.016 -0.007 -0.011
H -0.002 -0.001 -0.005
H 0.005 -0.003 -0.009
H 0.029 -0.039 0.084
H 0.007 -0.028 0.085
H -0.006 0.013 -0.093
H 0.002 -0.012 0.001
H 0.048 0.024 -0.007
H 0.027 0.009 -0.032
C 0.087 -0.032 -0.043
C -0.305 -0.080 -0.025
C 0.009 0.090 0.054
C -0.069 -0.074 -0.030
C 0.115 -0.011 -0.032
C -0.071 0.097 0.099
C -0.186 -0.059 -0.011
O 0.036 0.009 0.002
C 0.071 0.062 0.038
C 0.024 -0.111 -0.089
C 0.036 0.034 0.008
C -0.046 -0.003 0.008
C 0.068 -0.100 -0.079
C -0.098 0.001 0.031
C 0.172 0.097 0.019
O -0.032 -0.022 -0.008
H -0.004 0.001 0.006
H -0.054 -0.097 -0.063
H 0.031 -0.035 -0.041
H 0.031 -0.078 -0.051
H -0.044 0.078 0.049
H 0.000 -0.002 -0.007
H 0.003 -0.005 -0.002
H -0.026 0.069 0.068

Calculated values
LUMO energy in eV: -0.92
Gap between HOMO and LUMO in Eh: 0.31507
E in Eh: -2313.960269
HOMO in eV: -9.491



Entry 2:
Entry from OMol25: a molecular structure, C43H33AsClF6IN3NaO4 (ωB97M-V/def2-TZVPD).

Each line ends with the Mulliken charge.
Atoms and positions in Å:
Na (-1.6684, -1.2119, -0.0363)  1.057
C (-1.0158, -0.4226, 4.2608)  -0.558
C (-1.7875, -1.2366, 3.4201)  -0.790
C (-2.5171, -0.4033, 2.5469)  -0.659
C (-2.1837, 0.9346, 2.8428)  -0.568
C (-1.2514, 0.9240, 3.8995)  -0.927
H (-0.3545, -0.7690, 5.0469)  0.597
H (-1.8197, -2.3194, 3.4400)  0.472
H (-3.2791, -0.7091, 1.8363)  0.755
H (-2.6182, 1.8119, 2.3754)  0.539
H (-0.8406, 1.8011, 4.3887)  0.724
Cl (3.5370, -7.0551, -0.3202)  -0.341
C (2.3080, -5.8174, -0.5121)  0.555
C (1.7467, -5.6118, -1.7410)  -0.467
C (0.7826, -4.6196, -1.9507)  -0.484
I (0.0222, -4.3264, -3.8679)  -0.078
C (0.3239, -3.7637, -0.9253)  0.273
O (-0.4929, -2.8206, -1.0485)  -0.282
C (0.9187, -4.0455, 0.4002)  -0.597
N (0.4770, -3.2559, 1.3981)  0.090
C (0.9895, -3.3795, 2.5982)  -0.041
C (1.9949, -4.3180, 2.8971)  -0.897
C (2.4473, -5.1464, 1.9051)  -1.028
C (1.9130, -5.0334, 0.6031)  0.783
H (2.0663, -6.2214, -2.5768)  0.394
H (0.6007, -2.7001, 3.3528)  0.152
H (2.4013, -4.3662, 3.8999)  0.457
H (3.2230, -5.8757, 2.0976)  0.355
O (-3.6576, 6.5439, -1.9485)  -0.590
C (-4.2153, 5.2621, -2.1206)  -0.486
N (-3.2145, 4.2765, -2.4853)  -0.127
C (-2.2879, 3.9569, -1.5306)  -0.935
O (-2.1956, 4.6174, -0.5039)  -0.757
C (-1.4255, 2.7907, -1.8440)  1.161
C (-0.9309, 2.5489, -3.1200)  0.099
C (-0.1757, 1.4107, -3.3423)  -1.340
C (0.0292, 0.5367, -2.2828)  -0.592
N (-0.4506, 0.7611, -1.0655)  1.729
C (-1.1571, 1.8646, -0.8460)  -0.475
H (-3.0328, 6.4320, -1.2164)  0.357
H (-4.9429, 5.3242, -2.9259)  0.387
H (-4.7151, 4.9444, -1.2016)  0.333
H (-3.4849, 3.5345, -3.1107)  0.283
H (-1.1203, 3.2596, -3.9161)  0.528
H (0.2422, 1.1881, -4.3153)  0.455
H (0.5797, -0.3907, -2.4196)  0.158
H (-1.5344, 2.0069, 0.1616)  -0.059
C (4.5621, -0.2504, 5.0137)  -0.470
C (4.9307, -0.5876, 3.7195)  -0.745
C (4.0161, -0.4688, 2.6790)  -0.318
C (2.7159, -0.0244, 2.9180)  0.490
C (2.3526, 0.3069, 4.2247)  -0.405
C (3.2730, 0.2024, 5.2607)  -0.707
As (1.3291, 0.0707, 1.5198)  1.252
C (1.4351, 1.9845, 1.1468)  -0.118
C (0.7449, 2.9906, 1.8068)  -0.494
C (0.7907, 4.2908, 1.3154)  -0.708
C (1.5159, 4.5804, 0.1671)  -0.832
C (2.2019, 3.5770, -0.5023)  -0.743
C (2.1663, 2.2736, -0.0145)  0.763
C (2.7686, 1.0979, -0.6667)  0.231
C (3.4940, 1.1068, -1.8559)  -0.268
C (3.9440, -0.0884, -2.3999)  -1.060
C (3.6734, -1.2968, -1.7675)  -0.646
C (2.9480, -1.3115, -0.5814)  -0.040
C (2.4995, -0.1194, -0.0275)  -0.545
H (5.2750, -0.3419, 5.8258)  0.341
H (5.9341, -0.9441, 3.5146)  0.393
H (4.3175, -0.7269, 1.6723)  0.330
H (1.3400, 0.6289, 4.4215)  0.399
H (2.9732, 0.4665, 6.2688)  0.422
H (0.1374, 2.7402, 2.6657)  0.272
H (0.2248, 5.0728, 1.8076)  0.403
H (1.5263, 5.5918, -0.2238)  0.369
H (2.7423, 3.8088, -1.4136)  0.321
H (3.6973, 2.0410, -2.3678)  0.363
H (4.5020, -0.0805, -3.3295)  0.355
H (4.0094, -2.2290, -2.2060)  0.461
H (2.7192, -2.2531, -0.1010)  0.558
C (-3.0142, -1.3744, -3.4775)  -1.730
C (-3.9398, -0.8072, -2.3791)  1.420
O (-3.2839, -0.4320, -1.2797)  -1.078
C (-4.7070, 0.4009, -2.9892)  0.506
F (-5.5189, 1.0295, -2.1307)  -0.282
F (-3.8297, 1.3394, -3.4320)  -0.270
F (-5.4671, 0.1003, -4.0789)  -0.323
C (-4.9830, -1.9092, -2.0306)  0.407
F (-5.9221, -1.4904, -1.1623)  -0.282
F (-5.6624, -2.4043, -3.1037)  -0.323
F (-4.3732, -2.9595, -1.4653)  -0.220
H (-2.4397, -2.1862, -3.0292)  0.322
H (-2.3170, -0.5884, -3.7628)  0.255
H (-3.5357, -1.7391, -4.3666)  0.362

Cartesian forces, eV/Å:
Na 0.200 -0.045 0.274
C 0.050 0.085 -0.044
C -0.122 -0.106 -0.041
C 0.003 0.060 -0.058
C 0.068 -0.027 0.038
C -0.083 0.006 0.006
H -0.014 -0.009 -0.001
H -0.025 0.025 -0.014
H 0.032 -0.028 0.014
H 0.054 -0.018 0.019
H 0.012 -0.026 0.035
Cl 0.032 -0.052 -0.001
C -0.048 0.068 0.052
C 0.030 0.002 -0.076
C 0.050 0.038 0.148
I -0.023 0.045 -0.033
C -0.078 0.192 0.299
O 0.070 -0.238 -0.498
C -0.001 0.008 -0.017
N -0.013 0.037 0.027
C 0.022 -0.014 -0.048
C -0.003 0.006 -0.016
C 0.004 0.058 0.009
C -0.066 0.016 -0.064
H 0.004 -0.010 0.014
H 0.020 -0.013 0.004
H 0.010 -0.021 -0.014
H 0.002 -0.025 0.006
O -0.005 -0.107 -0.040
C 0.058 0.009 -0.017
N -0.016 0.030 0.108
C -0.092 0.144 -0.019
O 0.050 -0.002 -0.007
C 0.004 -0.121 -0.006
C 0.073 0.035 0.046
C 0.008 0.019 0.015
C -0.082 0.001 -0.078
N -0.015 -0.075 0.110
C 0.082 -0.057 -0.002
H 0.000 0.007 0.012
H -0.017 0.001 -0.035
H -0.019 -0.002 0.054
H -0.026 -0.040 -0.083
H -0.011 -0.026 -0.030
H -0.023 0.012 -0.003
H -0.004 0.039 0.039
H -0.020 -0.008 -0.012
C 0.027 0.000 0.006
C -0.029 0.016 -0.025
C -0.086 0.002 0.061
C 0.226 0.033 0.067
C 0.179 -0.041 -0.074
C -0.085 0.023 -0.028
As -0.369 -0.030 0.073
C 0.113 0.137 -0.060
C 0.080 0.041 -0.091
C -0.023 -0.056 0.071
C 0.033 0.029 -0.047
C 0.000 -0.032 0.057
C -0.076 0.053 0.060
C 0.034 -0.094 -0.045
C 0.002 -0.015 0.040
C 0.018 0.023 0.002
C -0.008 -0.014 0.032
C 0.013 0.117 -0.051
C 0.087 -0.054 -0.096
H -0.016 0.001 -0.011
H -0.010 0.004 -0.004
H 0.033 -0.023 -0.013
H -0.073 0.032 0.026
H 0.005 -0.006 -0.012
H -0.027 0.016 0.020
H 0.013 -0.020 -0.011
H -0.011 -0.021 0.003
H -0.010 -0.007 0.009
H -0.013 -0.014 0.007
H -0.016 0.004 0.007
H -0.012 0.005 0.012
H -0.018 -0.076 0.014
C -0.025 -0.086 -0.012
C 0.159 -0.040 0.145
O -0.280 0.116 -0.230
C -0.054 -0.049 -0.140
F -0.001 0.028 0.061
F 0.105 0.115 0.017
F -0.010 -0.027 0.047
C -0.044 0.048 0.004
F -0.017 0.012 0.000
F -0.012 -0.008 -0.019
F 0.066 -0.073 0.033
H -0.005 0.024 -0.025
H 0.026 0.002 0.006
H -0.019 0.027 0.041

Calculated values
LUMO energy in eV: 3.69
Charge: -2
Gap between HOMO and LUMO in Eh: 0.19612
E in Eh: -5878.987489
Energy above the lowest of the compared OMol25 structures with the same formula, charge and spin in eV: 0.000
HOMO in eV: -1.651